Below is a 2-piece molecular cluster, C8H18N2Si overall in a non-equilibrium geometry, with properties calculated with ωB97M-V/def2-TZVPD.

Properties
Total charge: 0
Spin multiplicity: 1
E_LUMO in eV: 0.6544
DFT total energy in Eh: -714.4896
Relative energy (zero: lowest compared OMol25 entry of this formula, charge and spin) in kcal/mol: 65.8
Molar mass in g mol⁻¹: 170.3
HOMO-LUMO gap in eV: 8.361

Structure (XYZ):
```
29
Properties=species:S:1:pos:R:3:lowdin_charge:R:1
C 0.3970 -2.6436 -0.8272 -0.19
C 1.7280 -2.3501 -1.1976 -0.24
C -0.7106 -2.3639 -1.5305 0.02
C 2.0182 -1.6921 -2.2445 -0.01
C 0.2188 -0.5890 2.7438 -0.26
C -1.7078 0.6968 2.3421 -0.18
C 0.4923 3.3474 -0.7177 -0.19
C -0.8874 1.3106 -1.2363 -0.18
N -0.3111 0.4776 1.9859 -0.42
N -0.1024 2.0594 -0.2738 -0.42
Si 0.8232 1.3124 1.0298 0.71
H 0.2707 -2.9393 0.1768 0.07
H 2.4909 -2.6057 -0.4983 0.10
H -0.7180 -2.0577 -2.4905 0.02
H -1.6019 -2.7765 -1.0454 0.07
H 3.0840 -1.4858 -2.5828 0.09
H 1.2593 -1.5366 -3.0118 0.06
H -0.3376 -0.8577 3.7574 0.12
H 0.2629 -1.5205 2.2453 0.03
H 1.3341 -0.4724 3.0494 0.08
H -2.1542 1.6663 1.8391 0.10
H -2.5027 -0.1180 2.0176 0.10
H -1.9120 0.7752 3.4813 0.09
H 0.9752 3.2946 -1.7537 0.09
H -0.3383 4.0866 -0.6768 0.08
H 1.2124 3.6744 0.0341 0.02
H -1.3827 0.3360 -0.7846 0.09
H -1.6540 1.9887 -1.7015 0.08
H -0.2463 0.9830 -2.1296 0.08
```